Entry 1:
The following is a quantum chemistry calculation of C2H6N4O3 in the gas phase, from the Open Molecules 2025 dataset.

```
15
Properties=species:S:1:pos:R:3:forces:R:3:lowdin_charge:R:1
O 3.0194 -0.8078 -1.8502 0.9 0.8 0.1 0.010
C 2.4754 -0.1778 -0.9683 -1.0 -1.9 -0.9 -0.343
N 1.2185 -0.5483 -0.6011 -0.1 0.1 0.3 -0.008
N 0.6779 0.2063 0.4244 -1.7 -0.8 -0.4 0.090
C -0.5822 0.0126 0.5659 0.1 -0.1 -0.5 -0.365
N -1.2624 0.5769 1.6353 0.9 -0.8 0.0 -0.009
O -0.4919 1.4159 2.4199 1.0 0.6 1.2 -0.041
N -1.3239 -0.8746 -0.3136 -0.3 0.9 0.7 -0.017
O -1.8568 -0.0611 -1.3817 0.6 -0.8 -1.0 -0.064
H 2.8027 0.6688 -0.3616 0.6 0.2 -0.2 0.128
H 0.7007 -1.3694 -1.0132 0.9 1.4 0.7 0.169
H -2.0405 1.1537 1.4504 -1.3 0.2 -1.0 0.125
H 0.3931 1.5376 2.0280 -0.4 -0.3 -0.3 0.087
H -2.1604 -1.1945 0.1713 0.2 0.0 0.1 0.121
H -1.5696 -0.5383 -2.2056 -0.3 0.7 1.1 0.116
```
Positions in Å, forces in eV/Å.

## Properties
Orbital gap, eV: 9.166
SMILES: O=CNN=C(NO)NO
ΔE to the lowest compared entry with this formula, charge and spin, kcal/mol: 100.3
Electronic energy, eV: -14269.795



Entry 2:
The following is a quantum chemistry calculation of a gas-phase ion, C4H12N2OPS (charge +1), from the Open Molecules 2025 dataset.

```
21
Properties=species:S:1:pos:R:3:forces:R:3:lowdin_charge:R:1
C -2.3298 0.4121 -0.6964 -1.2 0.3 0.8 -0.190
C -2.2904 0.6737 0.8822 0.1 0.7 -2.2 -0.095
C 2.1777 -0.6926 -0.9059 -0.4 1.2 1.2 -0.049
C 1.3802 -1.1810 1.3987 -3.7 0.6 0.5 -0.088
N -1.0224 0.7544 -1.1916 2.0 0.0 0.1 -0.136
N 1.3195 -0.2930 0.2729 -0.8 0.6 -1.5 -0.373
O -0.8873 0.7499 1.3001 0.3 -0.1 -0.8 -0.223
P 0.0940 0.8234 0.0615 1.0 -0.2 0.1 0.501
S 1.1471 2.6256 -0.0880 -0.8 -0.4 0.3 0.651
H -2.6431 -0.6124 -0.8932 0.1 0.0 -0.3 0.116
H -3.0314 1.1545 -1.1511 0.2 -1.0 0.4 0.139
H -2.7384 1.6680 0.8868 0.1 -0.1 1.3 0.125
H -2.7502 -0.0871 1.4922 -0.3 0.1 0.0 0.130
H 1.5193 -0.4845 -1.7389 0.5 -0.5 -0.9 0.061
H 3.0810 -0.0530 -0.9321 -0.4 -0.4 -0.1 0.095
H 2.4826 -1.7482 -0.7996 -0.5 0.5 -0.2 0.105
H 2.3334 -1.2037 1.7748 2.4 -0.6 0.7 0.071
H 0.7616 -0.7149 2.1964 0.4 -0.6 -0.3 0.095
H 0.9046 -2.1232 1.1163 0.6 -0.3 0.4 0.105
H -0.8975 1.0825 -2.1709 -0.1 -0.4 1.4 0.145
H 1.1650 2.1185 -1.3121 0.6 0.4 -1.0 -0.185
```
Positions in Å, forces in eV/Å.

## Properties
Total charge: +1
Orbital gap, eV: 10.271
ΔE to the lowest compared entry with this formula, charge and spin, kcal/mol: 23.1
Electronic energy, eV: -29488.040



Entry 3:
The following is a quantum chemistry calculation of 2 unconnected molecules or ions with the total composition C11H15N, from the Open Molecules 2025 dataset.

```
27
Properties=species:S:1:pos:R:3:forces:R:3:lowdin_charge:R:1
C 0.6425 2.4410 2.0180 -0.8 3.8 -0.6 -0.097
C 0.7305 1.0051 1.7042 -0.3 -0.4 0.5 -0.235
C 1.8467 0.2005 1.8483 -4.3 -0.8 -1.2 -0.051
N 1.5296 -1.0801 1.4056 2.7 -0.3 0.9 0.050
C 0.2496 -1.0247 0.8569 0.9 -0.4 1.9 -0.288
C -0.3990 -2.1038 0.4104 -2.7 -3.0 -1.5 -0.053
C -1.7628 -1.9620 0.0554 0.1 -3.4 0.0 -0.109
C -2.4228 -0.8596 0.4497 -0.9 1.7 -0.3 -0.164
C -1.7864 0.2878 0.8526 -0.7 0.8 3.1 -0.041
C -0.4056 0.2091 1.1300 2.8 0.2 -0.2 -0.092
H 0.7283 2.9177 3.0453 -0.2 -1.5 -0.6 0.078
H -0.3993 2.8336 1.6517 2.0 -0.5 0.5 0.099
H 1.4575 3.0691 1.4911 -1.3 -1.0 0.3 0.092
H 2.7647 0.3617 2.2642 2.1 0.7 1.0 0.090
H 2.2130 -1.8852 1.7509 -2.8 2.0 -1.7 0.215
H -0.0093 -3.1352 0.4443 0.2 0.8 -0.3 0.124
H -2.4853 -2.8047 -0.2644 1.9 0.9 0.5 0.134
H -3.4874 -0.9042 0.5708 -0.5 0.1 -0.5 0.099
H -2.5140 0.9136 1.4830 1.6 0.1 -1.4 0.136
C -0.1125 -0.3137 -2.6641 0.7 -1.7 0.8 -0.169
C 1.0198 0.6668 -3.1916 -1.5 1.0 -0.3 -0.172
H -1.0536 0.2359 -2.5144 0.0 -0.3 -1.0 0.052
H -0.1770 -1.3213 -3.2587 -0.3 2.2 0.6 0.089
H -0.0358 -0.7350 -1.5885 0.9 1.0 -1.7 0.039
H 0.9463 1.6287 -2.6233 -0.1 -0.7 -0.4 0.055
H 0.8726 0.9826 -4.3038 0.2 -0.9 1.9 0.083
H 2.0496 0.3763 -3.0236 0.1 -0.6 -0.2 0.036
```
Positions in Å, forces in eV/Å.

## Properties
Orbital gap, eV: 8.508
SMILES: Cc1c[nH]c2ccccc12.CC
ΔE to the lowest compared entry with this formula, charge and spin, kcal/mol: 65.8
Electronic energy, eV: -13137.938



Entry 4:
The following is a quantum chemistry calculation of C5H10O2 in the gas phase, from the Open Molecules 2025 dataset.

```
17
Properties=species:S:1:pos:R:3:forces:R:3:lowdin_charge:R:1
C 2.4711 -0.6519 -0.7895 0.2 -0.1 -0.1 -0.076
O 1.6354 0.0556 0.1088 -0.1 0.0 0.0 -0.111
C 0.4654 -0.5898 0.4406 0.0 0.0 0.3 -0.331
O -0.3906 -1.0306 -0.5896 0.1 -0.1 -0.3 0.035
C -0.8065 0.0944 0.2080 -0.1 0.3 0.1 -0.471
C -0.7890 1.4129 -0.5303 0.0 0.0 0.0 -0.003
C -1.9946 -0.1501 1.1067 0.0 0.0 0.0 -0.011
H 2.4119 -1.7348 -0.6319 0.0 0.1 0.0 0.095
H 3.4928 -0.3111 -0.6000 -0.2 -0.1 -0.1 0.090
H 2.1935 -0.4244 -1.8245 0.0 -0.1 0.1 0.091
H 0.5788 -1.3189 1.2492 0.0 0.1 -0.1 0.165
H 0.0323 1.4310 -1.2489 -0.2 0.0 0.1 0.085
H -0.6608 2.2537 0.1593 0.0 -0.2 0.0 0.092
H -1.7367 1.5593 -1.0577 0.1 -0.1 0.0 0.088
H -2.1503 0.7271 1.7428 0.0 -0.1 0.0 0.087
H -2.9034 -0.2948 0.5125 0.1 0.0 0.0 0.089
H -1.8493 -1.0274 1.7444 0.0 0.1 -0.1 0.085
```
Positions in Å, forces in eV/Å.

## Properties
Orbital gap, eV: 11.037
SMILES: CO[C@@H]1OC1(C)C
ΔE to the lowest compared entry with this formula, charge and spin, kcal/mol: 51.3
Electronic energy, eV: -9440.820



Among the records above, which one has the lowest ΔE to the lowest compared entry with this formula, charge and spin?
C4H12N2OPS



Number 3 is which compound?
C11H15N



electronic energy of number 2 (C4H12N2OPS)?
-29488.040 eV